No. 1
Computed, not measured: a cluster of 7 separate species, C34H49Br2N4O20P in total, with ωB97M-V/def2-TZVPD.

As for the SMILES: [H]/N=C(\C)C[C@@](C#N)(P(N)O)[C@@](O)(C#N)/C(Br)=C(/C)Br.C[C@@H]1COC(=O)O1.C[C@@H]1COC(=O)O1.C[C@@H]1COC(=O)O1.C[C@@H]1COC(=O)O1.C[C@@H]1COC(=O)O1.C[C@@H]1COC(=O)O1. The energy is -232335.4352 eV. The HOMO energy is -9.02 eV.

Positions of all 110 atoms, in Å:
H 2.3838 4.9225 2.2534
N 1.7003 4.2070 2.5083
C 1.3428 4.3653 3.7041
C 1.9934 5.5205 4.5402
C 0.3384 3.4718 4.4547
C -1.1223 3.4366 3.8663
C -0.9816 2.8386 2.4635
N -0.9214 2.4715 1.4053
P -2.0650 2.0588 4.8699
N -1.0772 1.4284 6.1473
O -2.2588 0.7817 3.8392
C -1.8791 4.8399 3.8874
O -1.1629 5.7914 4.6667
C -1.8129 5.4257 2.4668
N -2.1144 5.6736 1.4167
C -3.3357 4.8260 4.4533
Br -3.6970 5.7507 6.1411
C -4.4117 4.2690 3.8898
C -5.8142 4.3251 4.5314
Br -4.2767 3.3050 2.2286
H 2.6852 6.1326 3.9371
H 2.6318 4.9983 5.2980
H 1.2514 6.0984 5.1179
H 0.7412 2.4393 4.4939
H 0.2534 3.7987 5.5146
H -0.3348 0.8490 5.7433
H -0.6892 2.1602 6.7379
H -3.2037 0.6506 3.6612
H -1.0121 5.4403 5.5574
H -6.5646 3.9866 3.7863
H -5.8675 3.6021 5.3744
H -6.1016 5.3459 4.8318
C -1.6599 -1.3324 -1.0048
C -2.8708 -0.7489 -0.2959
C -2.7532 -0.6948 1.1974
O -4.1100 -0.7560 1.6241
C -4.7928 -1.4393 0.6640
O -5.8981 -1.8591 0.7818
O -4.0297 -1.5890 -0.4569
H -0.8197 -1.4795 -0.3236
H -1.8955 -2.2840 -1.4819
H -1.3121 -0.6509 -1.7822
H -3.1159 0.2329 -0.7097
H -2.2856 0.2239 1.5456
H -2.2207 -1.5525 1.6188
C -6.0660 -5.1964 0.3567
C -4.9918 -5.2441 -0.7196
C -5.5074 -5.5104 -2.1060
O -4.3791 -6.1262 -2.7376
C -3.6708 -6.7456 -1.7553
O -2.7909 -7.5243 -1.9496
O -4.1013 -6.3584 -0.5264
H -7.0716 -5.2064 -0.0671
H -5.9746 -6.0248 1.0592
H -5.9759 -4.2707 0.9235
H -4.3887 -4.3320 -0.6893
H -5.7941 -4.5979 -2.6271
H -6.3433 -6.2141 -2.1313
C -0.0897 -4.9363 -1.6085
C 1.3181 -4.3673 -1.6966
C 2.4030 -5.3994 -1.8413
O 3.5311 -4.7360 -1.2626
C 3.0420 -3.8637 -0.3413
O 3.7053 -3.3013 0.4717
O 1.6977 -3.7225 -0.4697
H -0.1155 -6.0060 -1.8226
H -0.5328 -4.7659 -0.6276
H -0.7322 -4.4571 -2.3489
H 1.3750 -3.6193 -2.4926
H 2.5974 -5.6600 -2.8805
H 2.2111 -6.3129 -1.2727
C 6.3604 -1.8037 -0.4270
C 6.4344 -0.4309 0.2234
C 6.1653 0.7177 -0.7099
O 6.8964 1.7846 -0.0985
C 7.9305 1.2129 0.5774
O 8.8545 1.8164 1.0238
O 7.7694 -0.1313 0.6675
H 5.9666 -1.7531 -1.4445
H 7.3350 -2.2909 -0.4532
H 5.6842 -2.4472 0.1353
H 5.7803 -0.3917 1.0986
H 5.1065 0.9631 -0.7777
H 6.5624 0.5604 -1.7166
C 9.7588 3.3534 -1.0328
C 10.8779 3.7096 -2.0021
C 10.7977 5.1026 -2.5657
O 11.4686 4.9644 -3.8203
C 11.2999 3.6709 -4.2143
O 11.5459 3.2633 -5.3033
O 10.8093 2.9137 -3.1972
H 9.1522 4.2237 -0.7741
H 9.1079 2.5811 -1.4364
H 10.1743 2.9808 -0.1050
H 11.8516 3.5254 -1.5397
H 11.2994 5.8377 -1.9378
H 9.7734 5.4338 -2.7573
C -5.9678 -0.9875 -5.3694
C -6.8534 -2.1886 -5.6686
C -8.2129 -1.8402 -6.2128
O -9.0019 -2.9561 -5.7979
C -8.4295 -3.4406 -4.6619
O -8.9384 -4.2311 -3.9361
O -7.1973 -2.8949 -4.4668
H -6.4002 -0.0583 -5.7447
H -5.7829 -0.8818 -4.3007
H -5.0009 -1.1008 -5.8616
H -6.3310 -2.8901 -6.3248
H -8.2178 -1.7450 -7.2977
H -8.6374 -0.9343 -5.7714



No. 2
Computed, not measured: a structure of composition C34H49BrGeO3PdS2, with ωB97M-V/def2-TZVPD.

The value obtained for the energy relative to the best compared isomer or geometry (same formula, charge and spin) is 18.2 kJ/mol. The energy is -193903.1227 eV. The HOMO energy is -6.89 eV.

Positions of all 91 atoms, in Å:
Pd -0.5054 -1.1438 0.0664
C -1.3266 6.4312 0.5796
C -2.1128 5.7302 -0.5370
C -1.4569 6.0569 -1.8849
C -3.5366 6.2890 -0.5549
C -2.0929 4.2232 -0.2898
C -0.9267 3.4911 -0.4832
C -0.9134 2.1452 -0.1936
Br 0.7113 1.2057 -0.4985
C -2.0035 1.4188 0.3193
O -1.8867 0.1644 0.6936
C -3.2077 2.1487 0.4652
C -3.1928 3.5149 0.1774
C -4.5708 1.5763 0.8972
C -4.5904 0.0750 1.1851
C -5.0498 2.2867 2.1727
C -5.5855 1.8249 -0.2319
H -1.3053 7.5119 0.4171
H -0.2967 6.0714 0.6130
H -1.7804 6.2388 1.5535
H -1.5429 7.1248 -2.0975
H -1.9339 5.5066 -2.6976
H -0.3948 5.8099 -1.8893
H -3.5081 7.3539 -0.7929
H -4.0268 6.1840 0.4142
H -4.1539 5.7918 -1.3057
H -0.0247 3.9551 -0.8596
H -4.1208 4.0515 0.3110
H -3.9083 -0.1986 1.9869
H -4.3205 -0.5025 0.3022
H -5.6077 -0.2032 1.4742
H -4.3445 2.1223 2.9895
H -6.0205 1.8869 2.4759
H -5.1622 3.3627 2.0380
H -5.2717 1.3195 -1.1476
H -5.6999 2.8849 -0.4592
H -6.5647 1.4345 0.0562
O 3.3783 -0.6561 -0.1701
S 4.0362 0.3555 0.7069
C 4.4814 -0.5354 2.2157
C 3.2922 -0.7928 3.1386
C 2.0911 -1.5337 2.5466
C 2.4422 -2.8696 1.9069
S 1.0012 -3.5782 1.0862
O 0.7548 -2.7529 -0.1577
C 1.7679 -5.0488 0.4458
C 2.1211 -5.1028 -0.8924
C 2.7036 -6.2658 -1.3779
C 2.9231 -7.3458 -0.5359
C 2.5535 -7.2782 0.8017
C 1.9629 -6.1273 1.2978
C 5.7111 0.5660 0.1116
C 6.2286 -0.3631 -0.7760
C 7.5271 -0.1996 -1.2363
C 8.2876 0.8819 -0.8130
C 7.7519 1.8138 0.0659
C 6.4515 1.6633 0.5248
H 5.2259 0.0693 2.7386
H 4.9755 -1.4485 1.8742
H 2.9345 0.1588 3.5379
H 3.6815 -1.3461 3.9994
H 1.5882 -0.9070 1.8058
H 1.3763 -1.6933 3.3576
H 2.7317 -3.6260 2.6424
H 3.2223 -2.7798 1.1506
H 1.9301 -4.2506 -1.5303
H 2.9832 -6.3267 -2.4213
H 3.3740 -8.2497 -0.9234
H 2.7115 -8.1256 1.4552
H 1.6489 -6.0760 2.3338
H 5.6012 -1.1800 -1.1089
H 7.9449 -0.9141 -1.9334
H 9.2977 1.0077 -1.1795
H 8.3393 2.6654 0.3821
H 6.0157 2.3968 1.1932
C -1.1079 -3.4267 -2.7831
Ge -2.4769 -2.4464 -1.7824
C -4.2339 -3.2332 -2.1647
C -2.5727 -0.6259 -2.5062
C -1.9866 -2.4319 0.1219
H -1.3453 -3.4010 -3.8479
H -1.0452 -4.4701 -2.4688
H -0.1295 -2.9703 -2.6319
H -4.4788 -3.0373 -3.2093
H -5.0040 -2.7788 -1.5403
H -4.2558 -4.3110 -2.0012
H -3.1509 -0.6487 -3.4327
H -1.5792 -0.2320 -2.7303
H -3.0536 0.0667 -1.8150
H -1.6617 -3.4072 0.4864
H -2.7320 -1.9955 0.7771



No. 3
Computed, not measured: a structure of composition C34H49BrN3O3P2S2SiV, with ωB97M-V/def2-TZVPD.

The value obtained for the energy relative to the best compared isomer or geometry (same formula, charge and spin) is 0.0 kJ/mol. Its spin multiplicity is 4. As for the expectation value of S²: 3.769. The energy is -190529.5575 eV. Its charge is -1. The HOMO energy (spin up / spin down) is -3.73 / -3.83 eV.

Positions of all 96 atoms, in Å:
V -0.5059 0.2724 0.0458
C -1.9472 -2.3492 5.6391
C -2.1295 -1.4113 4.4684
O -1.3577 -1.9092 3.3622
P -1.9090 -1.7347 1.8589
S -0.4621 -2.2853 0.6405
S -2.5758 0.0927 1.4980
O -3.1860 -2.7311 1.8240
C -2.9582 -4.1550 1.8685
C -3.2578 -4.7675 0.5158
H -2.5092 -1.9889 6.5037
H -0.8910 -2.4116 5.9093
H -2.3007 -3.3511 5.3861
H -1.7651 -0.4095 4.7011
H -3.1805 -1.3300 4.1860
H -3.6181 -4.5535 2.6393
H -1.9270 -4.3585 2.1639
H -4.2882 -4.5515 0.2237
H -3.1232 -5.8524 0.5490
H -2.5843 -4.3505 -0.2313
C 5.0665 -0.9267 -2.1163
C 5.0939 0.4351 -1.8430
C 4.1904 0.9855 -0.9377
C 3.2215 0.2071 -0.2942
C 3.2137 -1.1623 -0.5926
C 4.1255 -1.7274 -1.4767
Si 1.8524 0.9516 0.8362
C 2.4568 0.4839 2.5989
C 2.1839 -0.7852 3.1251
C 2.5807 -1.1460 4.4073
C 3.2516 -0.2339 5.2142
C 3.5208 1.0370 4.7219
C 3.1303 1.3833 3.4322
H 5.7717 -1.3607 -2.8154
H 5.8258 1.0710 -2.3307
H 4.2277 2.0521 -0.7336
H 2.4613 -1.7956 -0.1292
H 4.0977 -2.7947 -1.6761
H 2.2639 2.4090 0.7947
H 1.6262 -1.4990 2.5262
H 2.3536 -2.1394 4.7820
H 3.5557 -0.5093 6.2179
H 4.0383 1.7616 5.3428
H 3.3527 2.3801 3.0610
Br -1.8246 6.8649 -1.7876
C -1.4733 5.0526 -1.2787
C -1.8337 4.6118 -0.0172
C -1.5760 3.2869 0.3308
C -0.9667 2.3582 -0.5312
C -0.6210 2.8823 -1.7847
C -0.8578 4.1994 -2.1761
H -2.3065 5.2900 0.6844
H -1.8681 2.9755 1.3311
H -0.1138 2.2407 -2.4955
H -0.5638 4.5561 -3.1580
O 0.0791 -0.4407 -1.8596
P -0.1924 -0.4930 -3.3181
N -1.7302 -0.0271 -3.6913
C -2.7617 -0.4058 -2.7012
C -4.0548 -0.0581 -3.4241
C -3.7414 -0.4638 -4.8673
C -2.2904 -0.0018 -5.0487
N 0.0507 -2.0802 -3.7637
C 0.6219 -3.0709 -2.8290
C 0.8459 -4.2907 -3.7143
C 1.2061 -3.6698 -5.0654
C 0.2415 -2.4880 -5.1554
N 0.7809 0.4253 -4.2719
C 0.4200 1.5946 -5.0846
C 1.7719 2.2598 -5.3704
C 2.6303 1.8670 -4.1634
C 2.2226 0.4170 -3.9337
H -2.6343 0.1451 -1.7720
H -2.7193 -1.4789 -2.4731
H -4.2257 1.0180 -3.3616
H -4.9168 -0.5702 -2.9978
H -4.4052 -0.0142 -5.6060
H -3.8064 -1.5492 -4.9706
H -2.2495 1.0137 -5.4525
H -1.7411 -0.6566 -5.7330
H -0.0577 -3.2562 -1.9971
H 1.5666 -2.7097 -2.4107
H -0.0803 -4.8656 -3.8024
H 1.6183 -4.9504 -3.3194
H 1.1077 -4.3574 -5.9054
H 2.2362 -3.3025 -5.0428
H -0.7074 -2.7981 -5.6113
H 0.6459 -1.6640 -5.7508
H -0.2354 2.2721 -4.5249
H -0.0953 1.3080 -6.0031
H 1.6675 3.3367 -5.5061
H 2.2076 1.8438 -6.2836
H 2.3667 2.4667 -3.2881
H 3.7013 1.9669 -4.3378
H 2.3734 0.0907 -2.9042
H 2.7741 -0.2611 -4.5962